This record from OMol25 describes an isolated molecule of C3H4O2 at a distorted geometry. The level of theory is wB97M-V/def2-TZVPD.

```
9
Properties=species:S:1:pos:R:3:forces:R:3
C -0.97657 0.31161 -0.66291 0.8 1.3 -1.4
C -0.13589 0.06332 0.50920 2.0 -2.4 0.7
O -0.53469 0.00040 1.65065 0.0 0.6 -0.3
C 1.39083 -0.45126 0.42350 -1.8 -0.4 -1.6
O 1.85544 -1.42683 -0.11375 -0.9 0.7 0.4
H -0.96621 1.40207 -0.93466 0.1 -0.9 0.3
H -1.93251 0.09709 -0.26153 -1.4 -0.4 -0.4
H -0.63961 -0.24730 -1.57442 -0.5 0.3 1.0
H 1.93921 0.25088 0.96392 1.8 1.1 1.4
```
Forces are in eV/Å.

E_HOMO: -0.35118 hartree
E_LUMO: 0.25 eV
2S+1: 1

How positive or negative is each atom? The natural (NBO) charges in e answer that: atom 1 (C): -0.735, atom 2 (C): 0.496, atom 3 (O): -0.511, atom 4 (C): 0.372, atom 5 (O): -0.486, atom 6 (H): 0.252, atom 7 (H): 0.252, atom 8 (H): 0.250, atom 9 (H): 0.111